[1]
39
Properties=species:S:1:pos:R:3:forces:R:3:lowdin_charge:R:1 method="wB97M-V/def2-TZVPD" orbital_gap_ha=0.227 charge=+1
C 0.549 2.518 -4.646 -0.04 -0.46 0.20 -0.03
C -0.625 1.750 -4.706 0.10 -0.06 0.01 -0.04
C -0.689 0.517 -4.063 0.07 0.17 0.07 -0.03
C 0.420 0.032 -3.345 -0.04 0.19 -0.03 -0.31
C 0.337 -1.233 -2.636 0.00 -0.78 -0.08 -0.75
S 1.733 -1.960 -1.958 -0.53 0.17 -0.16 1.04
C 1.056 -3.634 -1.697 0.30 -0.03 -0.15 -0.44
C -0.463 -3.610 -1.680 -0.40 0.14 0.33 -0.43
S -1.115 -2.147 -2.563 0.82 0.17 -0.24 1.04
C 1.617 0.777 -3.341 -0.12 0.15 0.00 -0.03
C 1.673 2.018 -3.969 -0.09 -0.09 -0.03 -0.04
H 0.593 3.490 -5.142 -0.01 -0.36 0.18 0.12
H -1.490 2.111 -5.267 0.31 -0.11 0.22 0.12
H -1.590 -0.095 -4.121 0.14 0.31 -0.02 0.10
H 1.443 -4.267 -2.503 -0.07 0.20 0.15 0.09
H 1.458 -3.995 -0.746 -0.09 0.06 -0.19 0.09
H -0.881 -4.496 -2.172 0.10 0.24 0.10 0.09
H -0.850 -3.566 -0.655 0.05 0.08 -0.23 0.09
H 2.496 0.370 -2.839 -0.19 0.27 -0.11 0.09
H 2.598 2.599 -3.942 -0.33 -0.23 -0.01 0.12
C 0.415 1.549 5.976 -0.11 -0.16 -0.35 -0.08
C 1.056 2.072 4.845 -0.16 -0.45 -0.11 -0.07
C 0.747 1.589 3.568 -0.37 0.19 0.40 -0.02
C -0.346 0.725 3.408 0.25 0.25 1.00 -0.20
N -0.723 0.337 2.110 -0.34 -0.60 -1.62 -0.02
C 0.035 0.476 0.954 -1.50 -0.45 0.45 -0.12
N -0.625 0.017 -0.096 0.50 0.05 0.26 0.04
C -1.841 -0.455 0.363 0.61 0.41 1.02 -0.15
C -1.918 -0.274 1.727 0.68 0.34 -0.62 -0.03
C -1.056 0.256 4.524 0.56 0.13 0.18 -0.01
C -0.609 0.608 5.809 0.05 0.18 -0.44 -0.07
H 0.723 1.862 6.976 -0.16 -0.09 -0.37 0.11
H 1.803 2.854 4.948 0.03 -0.27 0.03 0.11
H 1.318 1.917 2.698 -0.28 0.10 0.42 0.10
H 1.022 0.921 0.987 -0.27 -0.21 -0.28 0.12
H -2.582 -0.879 -0.300 0.07 0.09 0.09 0.08
H -2.711 -0.485 2.422 0.04 0.03 -0.01 0.11
H -1.918 -0.406 4.394 0.46 0.19 0.15 0.10
H -1.059 0.137 6.681 -0.06 0.24 -0.21 0.11


[2]
56
Properties=species:S:1:pos:R:3:forces:R:3:lowdin_charge:R:1 method="wB97M-V/def2-TZVPD" orbital_gap_ha=0.281
Pd -1.145 0.311 -0.705 0.62 -0.97 -0.12 0.96
C 0.590 -1.050 -0.559 -0.48 0.13 -0.02 -0.09
C 1.035 0.260 -0.225 0.09 0.30 0.06 -0.20
C 0.283 0.605 0.953 -0.23 0.02 0.02 -0.20
C -0.368 -0.651 1.425 0.17 0.37 0.42 -0.03
C -0.177 -1.652 0.541 0.38 -0.12 -0.19 -0.23
C -0.624 -3.092 0.626 0.00 0.04 -0.17 -0.57
C -1.544 -3.306 1.825 -0.04 -0.01 0.07 -0.05
C -1.373 -3.486 -0.653 -0.03 0.01 -0.06 -0.05
C 0.613 -3.988 0.767 0.06 -0.05 0.00 -0.04
C 0.301 1.805 1.898 -0.04 -0.12 0.04 -0.54
C -1.036 1.863 2.659 -0.06 0.04 0.00 -0.05
C 0.475 3.155 1.208 0.02 0.06 0.00 -0.05
C 1.426 1.597 2.925 -0.01 0.01 0.06 -0.03
C 2.052 1.015 -1.104 0.07 -0.15 0.13 -0.53
C 1.509 2.258 -1.824 0.03 0.04 0.01 -0.05
C 3.274 1.398 -0.259 0.08 0.00 0.01 -0.04
C 2.554 0.072 -2.209 0.04 -0.03 -0.01 -0.07
H 0.925 -1.604 -1.423 -0.04 0.02 0.01 0.10
H -0.935 -0.728 2.339 -0.04 0.06 -0.03 0.11
H -2.421 -2.657 1.777 0.02 -0.01 -0.03 0.09
H -1.026 -3.110 2.767 0.00 0.01 -0.04 0.09
H -1.888 -4.342 1.846 0.01 0.02 0.01 0.09
H -2.266 -2.869 -0.781 -0.01 -0.01 0.03 0.07
H -1.692 -4.529 -0.605 0.03 0.02 0.00 0.09
H -0.741 -3.370 -1.538 -0.02 0.01 0.03 0.08
H 1.178 -3.732 1.665 -0.02 0.00 -0.01 0.09
H 1.280 -3.881 -0.093 -0.02 0.02 0.02 0.08
H 0.319 -5.039 0.834 0.00 0.04 0.00 0.09
H -1.887 1.822 1.976 0.02 0.01 -0.04 0.08
H -1.094 2.801 3.213 0.01 -0.02 0.02 0.09
H -1.134 1.055 3.386 0.01 0.01 -0.02 0.08
H -0.269 3.300 0.423 -0.04 -0.03 0.02 0.09
H 1.465 3.283 0.779 -0.02 -0.01 0.04 0.05
H 0.342 3.948 1.948 0.01 0.00 -0.02 0.09
H 1.288 0.658 3.467 -0.01 0.02 -0.02 0.09
H 1.419 2.411 3.656 0.00 -0.03 -0.02 0.09
H 2.410 1.570 2.456 -0.02 0.01 -0.01 0.07
H 1.342 3.106 -1.167 -0.01 -0.05 0.02 0.06
H 0.567 2.041 -2.322 -0.11 -0.09 -0.07 0.07
H 2.231 2.569 -2.583 0.00 0.02 0.03 0.09
H 3.033 2.134 0.504 0.01 -0.03 -0.02 0.05
H 4.050 1.828 -0.898 -0.03 -0.01 0.00 0.09
H 3.695 0.520 0.239 -0.02 0.02 -0.02 0.10
H 1.751 -0.225 -2.887 0.00 0.03 0.00 0.08
H 3.017 -0.830 -1.801 -0.03 0.02 0.01 0.09
H 3.308 0.592 -2.802 0.00 -0.01 0.00 0.09
N -2.119 -0.322 -2.415 -0.48 0.12 -0.21 -0.06
C -2.941 0.819 -2.884 0.09 -0.05 -0.14 -0.14
C -3.450 1.644 -1.699 0.10 -0.03 0.39 -0.67
O -4.303 2.484 -1.899 -0.01 -0.06 0.00 0.05
O -2.905 1.350 -0.557 -0.07 0.51 -0.06 -0.16
H -1.577 -0.721 -3.170 0.10 -0.01 0.01 0.10
H -2.722 -1.052 -2.053 -0.09 -0.11 -0.14 0.09
H -3.786 0.498 -3.492 -0.03 -0.02 0.00 0.12
H -2.311 1.463 -3.496 0.02 0.03 -0.01 0.12


[3]
60
Properties=species:S:1:pos:R:3:forces:R:3:lowdin_charge:R:1 method="wB97M-V/def2-TZVPD" orbital_gap_ha="0.341 / 0.074" charge=+1 spin_multiplicity=2
C 2.762 -1.573 -3.303 0.04 0.54 -1.06 -0.15
O 2.057 -2.751 -3.688 0.55 -0.23 0.86 -0.12
H 2.049 -0.783 -3.065 0.12 0.17 0.19 0.07
H 3.501 -1.678 -2.509 -0.55 -0.81 0.48 0.07
H 3.418 -1.227 -4.102 -0.22 0.17 -0.39 0.08
H 1.725 -2.660 -4.584 0.09 0.17 0.00 0.08
C -0.957 1.121 4.804 0.31 0.78 -0.56 -0.16
O -1.694 -0.019 5.107 -0.16 -1.37 0.44 -0.12
H -1.061 1.301 3.734 -0.03 0.42 -0.06 0.07
H -1.365 1.951 5.381 0.37 0.23 -0.13 0.09
H 0.102 0.950 4.997 0.08 0.36 0.22 0.08
H -1.069 -0.624 5.515 -0.51 -0.33 0.13 0.09
C -2.351 0.499 -2.589 1.26 1.59 1.12 -0.11
O -2.477 1.921 -2.699 -1.32 -0.13 -0.94 -0.07
H -1.290 0.389 -2.361 0.03 -1.07 -0.14 0.06
H -2.924 0.235 -1.700 -0.16 -0.48 0.03 0.08
H -2.671 -0.082 -3.454 -0.08 0.47 -0.12 0.09
H -1.692 2.427 -2.476 0.37 -0.32 -0.05 0.04
C -2.225 -3.395 -0.728 0.46 1.63 1.04 -0.18
O -1.321 -4.404 -1.123 -0.81 0.02 0.23 -0.10
H -3.253 -3.431 -1.088 0.24 -0.21 -0.58 0.09
H -2.312 -3.234 0.347 -0.09 -1.01 0.61 0.06
H -1.759 -2.426 -0.905 -0.11 0.09 -1.11 0.06
H -1.811 -5.210 -0.945 0.35 -0.47 -0.15 0.08
C -0.801 5.450 0.503 0.25 -0.97 -0.07 -0.13
O -1.520 4.336 -0.064 0.04 0.49 0.27 -0.13
H -0.282 5.041 1.370 0.15 0.29 0.14 0.07
H -0.057 5.811 -0.207 -0.03 0.22 0.08 0.06
H -1.426 6.280 0.835 -0.30 -0.19 -0.24 0.08
H -1.252 4.250 -0.981 -0.12 0.19 -0.24 0.02
C -3.284 -1.144 2.243 0.91 1.31 -0.08 -0.16
O -3.362 0.166 2.786 -0.61 -0.02 0.63 -0.13
H -3.446 -0.870 1.201 0.01 -1.23 -0.29 0.07
H -2.265 -1.456 2.470 0.29 -0.60 -0.64 0.06
H -3.933 -1.920 2.649 -0.54 0.34 -0.06 0.08
H -2.987 0.110 3.668 -0.08 0.10 0.39 0.02
C 2.415 -4.056 -0.570 -1.89 0.52 1.70 -0.09
O 3.530 -3.465 0.118 0.77 -0.35 -0.94 -0.14
H 1.596 -3.404 -0.269 -0.46 -0.22 -0.84 0.08
H 2.543 -4.183 -1.645 0.00 0.26 0.13 0.09
H 2.247 -4.983 -0.021 -0.31 -0.37 -0.60 0.10
H 4.115 -4.127 -0.258 1.80 0.55 0.85 0.10
C -0.124 0.750 0.213 -1.50 -0.46 0.24 -0.13
O 0.687 0.197 -0.799 0.83 0.49 0.04 -0.10
H 0.278 0.690 1.225 0.46 0.16 0.07 0.07
H -0.459 1.762 -0.011 0.59 0.11 -0.13 0.08
H -1.054 0.184 0.260 -0.26 -0.15 0.11 0.08
H 0.759 -0.752 -0.670 -0.15 -0.17 -0.08 0.07
C 1.081 3.723 -2.014 2.20 0.63 1.01 -0.17
O -0.042 3.993 -2.727 -2.59 -0.31 -1.40 -0.10
H 1.996 3.720 -2.607 0.03 -0.31 -0.30 0.09
H 1.218 4.556 -1.325 0.35 -0.35 0.70 0.07
H 0.993 2.763 -1.506 -0.07 0.15 0.04 0.07
H 0.085 4.642 -3.423 0.12 0.01 0.06 0.11
C 3.092 -0.616 1.942 0.04 0.33 1.49 -0.03
O 4.181 -1.462 1.871 -0.51 1.77 0.52 0.19
H 3.201 0.162 2.699 0.45 -0.17 0.03 0.12
H 2.872 -0.073 1.023 0.12 0.14 -1.21 0.14
H 2.172 -1.177 2.106 -0.31 -0.38 -0.08 0.13
H 3.853 -2.197 1.348 0.09 -2.02 -1.31 0.07